Entry A
Molecular formula: C18H20N2O5
Method: DFT, ωB97M-V with the def2-TZVPD basis set

Output
* LUMO energy: 0.0207 hartree
* structure (SMILES): CCC1=C(C(=O)OC)[C@@H](c2cc(OC)ccc2OC)C(C#N)=C(N)O1
* gap between HOMO and LUMO: 8.338 eV
* 2S+1: 1

Structure (XYZ):
```
45
Properties=species:S:1:pos:R:3:lowdin_charge:R:1
O -3.05 -0.50 -0.63 -0.102
O 2.15 1.18 -1.81 -0.051
O 0.06 1.84 -2.29 0.145
O 1.52 -3.59 -1.05 -0.087
O 1.13 1.61 2.27 0.092
N -3.16 -0.36 2.61 0.173
N -0.16 0.89 3.98 0.176
C 2.71 2.52 0.76 -0.150
C -0.73 -0.75 -0.33 -0.094
C 0.43 -1.49 -0.41 0.050
C -4.31 -1.05 -0.89 -0.080
C 2.43 3.96 0.35 -0.066
C -0.72 0.66 0.23 -0.136
C 2.76 -3.07 -0.67 -0.091
C 0.88 1.50 -1.48 -0.462
C -1.97 -2.60 -1.22 -0.002
C -0.97 0.61 1.73 -0.113
C -1.95 -1.30 -0.74 -0.225
C -0.80 -3.34 -1.31 0.003
C 2.46 1.28 -3.20 -0.038
C 0.61 1.33 -0.03 -0.042
C 1.43 1.75 0.94 -0.181
C -0.05 1.03 2.62 -0.288
C -2.18 0.06 2.19 -0.202
C 0.41 -2.79 -0.91 -0.264
H -4.52 -1.90 -0.24 0.099
H 2.32 2.30 -3.55 0.099
H -5.03 -0.25 -0.67 0.095
H 3.36 4.51 0.24 0.075
H 3.24 2.50 1.71 0.120
H -0.81 -4.34 -1.69 0.119
H 1.81 0.62 -3.78 0.101
H 1.35 -1.04 -0.08 0.114
H -1.52 1.22 -0.27 0.159
H 0.43 1.49 4.53 0.111
H 3.02 -2.17 -1.24 0.091
H 3.50 0.98 -3.29 0.094
H -2.89 -3.06 -1.54 0.106
H 3.32 2.03 0.00 0.110
H -4.41 -1.35 -1.94 0.094
H 3.49 -3.85 -0.88 0.093
H 1.82 4.46 1.11 0.082
H 2.79 -2.83 0.40 0.096
H -1.07 0.67 4.34 0.102
H 1.89 4.00 -0.59 0.076
```

***

Entry B
Molecular formula: C18H20N2O5
Method: DFT, ωB97M-V with the def2-TZVPD basis set

Output
* LUMO energy: 0.0190 hartree
* structure (SMILES): N[C@@H](Cc1ccc(O)cc1)C(=O)N[C@@H](Cc1ccc(O)cc1)C(=O)O
* gap between HOMO and LUMO: 9.098 eV
* 2S+1: 1

Structure (XYZ):
```
45
Properties=species:S:1:pos:R:3:lowdin_charge:R:1
O 0.48 3.21 0.20 0.069
O -6.45 -2.09 -0.16 0.065
O 1.40 -0.08 3.01 0.143
O 6.94 -0.04 -0.83 0.022
O 1.21 -2.16 2.24 0.091
N 1.02 1.07 0.64 0.112
N -2.17 2.98 0.80 0.057
C 1.14 -0.95 2.03 -0.460
C 0.73 -0.37 0.71 -0.225
C -3.14 0.31 -0.67 -0.271
C 3.34 0.17 -1.38 -0.021
C -1.44 1.78 0.55 -0.331
C -3.02 -1.06 -0.90 -0.040
C 5.12 -1.32 0.18 -0.013
C 2.87 -0.81 -0.55 -0.251
C -1.94 1.18 -0.79 -0.117
C -5.51 0.00 -0.16 0.001
C 0.07 2.09 0.43 -0.404
C 4.75 0.45 -1.46 0.012
C 1.40 -1.11 -0.42 -0.094
C 3.78 -1.59 0.18 -0.024
C -4.37 0.86 -0.26 -0.011
C 5.57 -0.29 -0.66 -0.309
C -5.34 -1.38 -0.33 -0.364
C -4.12 -1.92 -0.70 -0.019
H -2.06 2.05 -1.50 0.151
H 1.95 1.37 0.51 0.126
H 2.67 0.73 -2.01 0.115
H 3.30 -2.37 0.77 0.118
H -0.34 -0.42 0.64 0.128
H 5.78 -2.01 0.72 0.126
H -4.50 1.94 0.16 0.139
H -1.22 0.43 -1.15 0.094
H 0.93 -0.84 -1.37 0.118
H -1.97 -1.40 -1.12 0.118
H -2.01 3.37 1.72 0.086
H -6.33 -3.02 -0.31 0.100
H 5.15 1.20 -2.11 0.115
H -1.75 3.65 0.13 0.097
H 1.27 -2.20 -0.21 0.142
H -1.51 1.02 1.37 0.161
H 7.41 -0.59 -0.18 0.100
H -3.88 -3.02 -0.68 0.126
H 1.28 0.83 2.71 0.108
H -6.50 0.30 0.18 0.115
```

***

Tell me which of them is the most stable. Sure, it is entry B.

***

Entry A
Molecular formula: C3H8N2
Method: DFT, ωB97M-V with the def2-TZVPD basis set

Output
* LUMO energy: 0.0357 hartree
* structure (SMILES): CC/N=C\N
* gap between HOMO and LUMO: 10.146 eV
* 2S+1: 1

Structure (XYZ):
```
13
Properties=species:S:1:pos:R:3:lowdin_charge:R:1
N -0.78 0.70 -0.37 0.021
N 1.20 1.62 0.71 0.058
C -0.38 -0.62 0.20 -0.328
C -0.04 1.67 0.05 -0.297
C -0.68 -1.76 -0.75 -0.116
H 1.33 0.97 1.45 0.061
H -0.77 -0.71 1.20 0.102
H -0.24 2.62 -0.41 0.096
H -0.30 -2.72 -0.31 0.079
H -1.78 -1.76 -0.89 0.074
H -0.18 -1.69 -1.72 0.070
H 0.70 -0.59 0.42 0.081
H 1.94 2.26 0.42 0.097
```

***

Entry B
Molecular formula: C3H8N2
Method: DFT, ωB97M-V with the def2-TZVPD basis set

Output
* LUMO energy (spin up / spin down): 0.0426 / 0.0273 hartree
* gap between HOMO and LUMO (spin up / spin down): 9.079 / 7.832 eV
* 2S+1: 1

Structure (XYZ):
```
13
Properties=species:S:1:pos:R:3:lowdin_charge:R:1
N 0.78 -0.11 -0.18 -0.172
N -0.21 -0.54 0.61 -0.044
C 2.15 0.08 0.20 -0.106
C -1.46 -0.69 -0.08 -0.305
C -1.98 0.75 0.15 0.059
H -1.94 -1.48 0.28 0.048
H -2.84 1.07 0.67 0.012
H 0.50 -0.24 -1.23 0.159
H -1.36 1.55 -0.20 0.022
H 2.56 0.78 -0.50 0.060
H 2.82 -0.87 0.25 0.102
H 2.18 0.56 1.17 0.073
H -1.21 -0.87 -1.14 0.091
```

***

Tell me which of them is the most stable. Sure, it is entry A.